Below is C35H47HgN7OS5 as an isolated structure at a distorted geometry, with properties calculated with wB97M-V/def2-TZVPD.

Each line ends with the Löwdin charge.
Atoms and positions in Å:
Hg (-1.518, -1.509, 0.912)  0.763
C (-4.848, 4.998, -1.773)  -0.535
C (-5.364, 4.408, -0.451)  -0.522
S (-4.869, 2.643, -0.217)  0.816
C (-5.849, 1.765, -1.453)  -0.539
C (-5.083, 1.448, -2.749)  -0.552
S (-3.349, 1.075, -2.506)  0.780
C (-2.546, 2.321, -3.640)  -0.489
C (-3.086, 3.779, -3.671)  -0.542
S (-3.051, 4.781, -2.142)  0.839
H (-5.136, 6.072, -1.763)  0.072
H (-5.423, 4.503, -2.554)  0.053
H (-6.445, 4.622, -0.388)  0.080
H (-4.874, 4.782, 0.443)  0.049
H (-6.812, 2.244, -1.647)  0.082
H (-6.125, 0.840, -0.979)  0.028
H (-5.123, 2.291, -3.471)  0.058
H (-5.527, 0.533, -3.221)  0.079
H (-2.597, 2.030, -4.677)  0.058
H (-1.490, 2.334, -3.294)  0.058
H (-4.060, 4.023, -4.144)  0.064
H (-2.369, 4.313, -4.350)  0.072
C (-6.365, 0.528, 3.029)  -0.163
O (-5.919, -0.177, 1.856)  -0.312
C (-4.552, -0.471, 1.834)  -1.423
S (-3.615, -0.202, 3.143)  0.528
S (-4.219, -1.165, 0.344)  0.444
H (-7.421, 0.693, 2.759)  0.091
H (-5.770, 1.387, 3.145)  0.032
H (-6.302, -0.079, 3.974)  0.081
C (-0.486, 2.572, 1.154)  -0.055
C (-0.867, 2.841, -0.125)  -0.151
N (0.034, 3.213, -1.069)  0.079
C (1.335, 3.068, -0.813)  -0.096
C (1.798, 2.778, 0.456)  -0.190
C (0.866, 2.520, 1.437)  -0.037
C (3.245, 2.816, 0.896)  -0.010
C (4.357, 2.812, 0.155)  -0.047
C (4.422, 2.496, -1.247)  -0.311
C (3.877, 1.351, -1.764)  -0.014
C (4.054, 1.110, -3.132)  -0.126
N (4.767, 1.900, -3.879)  0.068
C (5.251, 2.973, -3.276)  -0.234
N (5.169, 3.343, -2.009)  0.137
H (-1.160, 2.341, 1.964)  0.103
H (-1.898, 2.726, -0.464)  0.035
H (1.968, 3.356, -1.623)  0.107
H (1.173, 2.298, 2.454)  0.115
H (3.267, 2.945, 1.963)  0.098
H (5.333, 3.065, 0.579)  0.117
H (3.341, 0.678, -1.110)  0.093
H (3.495, 0.248, -3.614)  0.124
H (5.732, 3.699, -3.940)  0.104
N (1.041, -4.214, 2.577)  0.158
C (0.894, -5.371, 3.257)  -0.368
C (-0.141, -6.284, 3.014)  -0.098
N (-0.354, -7.308, 3.841)  0.039
C (0.448, -7.498, 4.897)  -0.155
C (1.483, -6.584, 5.041)  -0.181
N (1.769, -5.553, 4.285)  0.112
H (0.568, -4.038, 1.689)  0.078
H (1.743, -3.560, 2.880)  0.086
H (-0.930, -6.097, 2.281)  0.109
H (0.199, -8.335, 5.484)  0.074
H (2.139, -6.609, 5.924)  0.099
C (5.708, -1.614, 0.092)  -0.073
C (4.361, -1.411, 0.719)  -0.292
C (4.212, -1.044, 2.086)  -0.064
C (2.932, -0.886, 2.609)  -0.316
C (2.926, -0.429, 4.065)  -0.072
C (1.777, -1.062, 1.843)  -0.058
C (1.859, -1.625, 0.500)  -0.314
C (3.207, -1.724, -0.027)  -0.035
N (0.731, -2.045, -0.149)  -0.057
C (0.660, -2.200, -1.622)  -0.621
C (1.337, -3.459, -2.198)  -0.054
C (-0.772, -2.237, -2.130)  -0.123
C (1.300, -0.929, -2.251)  -0.051
H (6.546, -1.066, 0.591)  0.081
H (5.699, -1.254, -0.968)  0.076
H (5.940, -2.689, 0.087)  0.078
H (5.140, -0.924, 2.657)  0.106
H (1.955, -0.480, 4.616)  0.082
H (3.321, 0.571, 4.153)  0.055
H (3.610, -1.095, 4.652)  0.082
H (0.810, -0.948, 2.300)  0.041
H (3.392, -2.107, -1.005)  0.078
H (1.116, -4.362, -1.597)  0.087
H (2.407, -3.422, -2.375)  0.059
H (0.948, -3.539, -3.217)  0.070
H (-1.335, -3.065, -1.737)  0.060
H (-0.964, -2.209, -3.243)  0.106
H (-1.356, -1.398, -1.742)  0.005
H (2.297, -0.730, -1.938)  0.009
H (0.647, -0.127, -1.992)  0.080
H (1.363, -0.999, -3.291)  0.060

Atomic forces in eV per Å
Hg 0.22 -0.03 -0.09
C -0.16 0.27 0.46
C 0.70 -1.02 -0.17
S -1.08 0.73 0.18
C 0.25 -0.03 -0.14
C -0.73 -0.32 -0.88
S 0.99 0.58 -0.71
C -0.56 0.51 1.07
C 0.87 0.99 -0.41
S -0.72 0.02 0.16
H 0.44 -0.48 -0.29
H 0.10 0.13 -0.26
H 0.33 -0.41 0.14
H 0.03 0.73 -0.04
H 0.19 0.35 -0.09
H 0.11 -0.56 0.31
H -0.18 -0.59 0.43
H 0.11 0.94 0.25
H 0.12 -0.62 -0.35
H -0.61 0.08 -0.28
H 0.38 -0.88 0.25
H -0.46 -0.42 0.52
C -1.39 -1.93 -0.21
O 1.39 0.00 0.95
C -2.20 -0.01 -0.30
S 0.82 0.20 0.56
S 0.81 -0.38 -0.83
H 0.39 0.42 0.48
H 0.40 1.37 0.24
H 0.01 0.38 -1.01
C 0.46 -0.68 0.98
C 0.13 0.44 -1.40
N -0.46 -1.28 -0.16
C -1.40 1.15 0.24
C 1.89 -0.67 0.56
C -0.27 0.29 0.40
C -0.97 0.02 -0.77
C -0.23 0.25 1.36
C 1.22 0.61 -0.80
C -0.32 -0.50 -0.58
C -1.66 -1.73 0.91
N 0.11 0.38 -1.01
C 0.72 1.41 -0.39
N -0.80 -0.85 -0.13
H -0.45 -0.08 -0.21
H 0.13 0.44 0.18
H 0.53 0.05 -0.30
H 0.15 0.00 -0.07
H 0.55 0.18 0.33
H -0.39 -0.18 0.16
H -0.08 -0.01 -0.05
H 1.04 0.97 0.54
H 0.18 -0.33 0.22
N -0.40 -0.17 -0.78
C 0.83 0.84 0.38
C -0.64 -0.54 0.92
N -0.28 0.03 -0.59
C 0.02 1.70 -2.19
C 1.10 -0.65 2.38
N -1.43 0.08 -1.30
H 0.29 0.10 0.49
H 0.07 -0.02 -0.17
H 0.50 -0.05 -0.06
H 0.18 -0.68 1.01
H -0.20 -0.50 -0.22
C 0.66 0.41 -0.63
C -1.48 0.01 1.24
C 0.80 -0.48 -2.03
C -0.17 0.47 0.57
C -0.48 -1.18 0.84
C 1.09 -1.08 -0.76
C 0.50 0.23 0.12
C -0.03 0.41 1.20
N -0.58 0.00 0.18
C 1.62 0.90 -0.16
C -0.15 -0.35 -0.17
C -1.32 0.70 -0.16
C -0.68 -0.92 0.86
H -0.79 -0.45 -0.15
H 0.01 -0.38 0.73
H 0.13 0.28 -0.08
H -0.58 0.15 0.10
H 0.51 0.10 -0.79
H 0.08 0.44 0.03
H -0.42 0.53 -0.48
H -0.28 0.13 0.08
H -0.14 -0.24 -0.51
H -0.05 0.40 -0.39
H 0.32 0.28 0.54
H -0.19 -0.50 0.08
H -0.04 -0.90 0.14
H 0.84 -0.13 1.07
H 0.24 0.38 -0.07
H 0.42 0.03 0.55
H -0.29 0.95 0.18
H -0.24 -0.22 -1.99

## Properties
- Net charge: -1
- LUMO energy (alpha / beta): 0.07791 / 0.06753 Ha
- Molecular weight: 942.7 g mol⁻¹
- DFT total energy: -3964.73182 a.u.
- Multiplicity: 2
- F_max: 2.77 eV/A
- ΔE to the lowest compared entry with this formula, charge and spin: 1.085 eV
- HOMO-LUMO gap (alpha / beta): 5.878 / 6.093 eV

=====

Below is a 3-piece molecular cluster, C3H11ClN3 overall at a distorted geometry, with properties calculated with wB97M-V/def2-TZVPD.

Each line ends with the natural charge from an NBO analysis.
Atoms and positions in Å:
C (0.943, 1.719, -2.018)  -0.635
C (1.843, 1.125, -0.985)  0.189
C (0.309, -1.029, -0.011)  0.372
N (-2.191, -3.233, 0.998)  -1.110
N (0.979, -0.114, -0.237)  -0.284
N (2.066, 2.107, -0.012)  -0.769
Cl (-2.347, 0.221, -0.692)  -0.268
H (1.680, 2.237, -2.549)  0.263
H (0.216, 1.158, -2.531)  0.246
H (0.224, 2.408, -1.453)  0.229
H (2.758, 0.484, -1.043)  0.256
H (-0.561, -1.565, 0.202)  0.298
H (-2.491, -3.761, 0.219)  0.370
H (-2.009, -3.986, 1.666)  0.377
H (-2.025, -0.412, -1.819)  0.283
H (-2.946, -2.624, 1.402)  0.383
H (2.752, 1.941, 0.670)  0.406
H (1.337, 2.720, 0.087)  0.391

Atomic forces in eV per Å
C -1.17 0.64 2.25
C 0.84 0.41 3.50
C 1.80 3.46 -0.57
N 0.18 0.93 1.66
N -1.41 -2.63 0.03
N 1.27 -2.71 -2.61
Cl 0.15 -0.56 -1.28
H 0.29 1.19 -1.68
H 0.05 -1.36 -1.17
H 1.33 -0.43 -0.75
H -0.82 0.85 -1.24
H -1.07 -1.81 0.66
H -0.92 -0.10 -1.21
H 0.09 0.59 0.23
H -0.49 0.67 1.12
H 0.82 -1.17 -0.83
H 0.61 0.16 1.00
H -1.57 1.88 0.90

## Properties
- Net charge: +1
- LUMO energy: -0.12805 Ha
- Molecular weight: 124.6 g mol⁻¹
- DFT total energy: -745.03684 a.u.
- Multiplicity: 1
- F_max: 3.98 eV/A
- ΔE to the lowest compared entry with this formula, charge and spin: 3.473 eV
- HOMO-LUMO gap: 10.327 eV

=====

Below is a 2-piece molecular cluster, C4H15N4 overall at a distorted geometry, with properties calculated with wB97M-V/def2-TZVPD.

Each line ends with the natural charge from an NBO analysis.
Atoms and positions in Å:
N (-0.275, -0.388, 1.435)  -0.709
C (-0.123, -1.464, 0.425)  -0.226
C (1.330, -1.936, 0.382)  -0.227
N (1.494, -2.978, -0.602)  -0.831
H (0.012, -0.760, 2.361)  0.433
H (0.167, 0.489, 1.117)  0.455
H (-1.245, -0.103, 1.505)  0.431
H (-0.812, -2.257, 0.708)  0.228
H (-0.442, -1.085, -0.616)  0.215
H (1.884, -1.004, 0.213)  0.163
H (1.621, -2.305, 1.368)  0.203
H (1.497, -2.567, -1.525)  0.363
H (2.316, -3.577, -0.572)  0.395
C (-0.472, 2.382, -0.113)  -0.072
C (-1.086, 1.651, -1.017)  -0.063
N (-2.370, 1.944, -1.631)  -0.810
N (0.662, 1.951, 0.675)  -0.861
H (-0.897, 3.277, 0.288)  0.214
H (-0.673, 0.748, -1.447)  0.163
H (-2.733, 0.997, -1.824)  0.357
H (-2.195, 2.227, -2.628)  0.377
H (0.808, 2.706, 1.352)  0.400
H (1.531, 2.055, 0.146)  0.400

Atomic forces in eV per Å
N -0.98 -1.61 0.55
C -0.67 -0.52 -1.63
C 0.03 0.25 0.38
N -0.19 0.15 -0.67
H 0.04 0.73 -0.68
H 1.38 1.05 0.36
H -0.48 -0.21 0.16
H 0.09 -0.18 -0.16
H 0.46 -0.46 1.79
H 0.55 -0.15 -0.12
H -0.01 -0.06 0.00
H -0.11 -0.13 -0.16
H -0.17 0.43 0.63
C -0.31 -0.05 0.84
C -0.70 -0.26 -1.22
N 0.78 -0.46 -1.23
N 0.99 1.50 -0.65
H -0.58 0.45 -0.22
H 0.68 -0.21 0.45
H -0.35 0.58 0.35
H -0.14 0.25 1.23
H -0.18 -0.56 0.23
H -0.11 -0.52 -0.24

## Properties
- Net charge: +1
- LUMO energy: -0.10710 Ha
- Molecular weight: 119.2 g mol⁻¹
- DFT total energy: -380.14679 a.u.
- Multiplicity: 1
- F_max: 1.97 eV/A
- ΔE to the lowest compared entry with this formula, charge and spin: 2.460 eV
- HOMO-LUMO gap: 10.059 eV

=====

Q: What is the formula in the third record?
A: C4H15N4

=====

Repeat the second record exactly.
Below is a 3-piece molecular cluster, C3H11ClN3 overall at a distorted geometry, with properties calculated with wB97M-V/def2-TZVPD.

Each line ends with the natural charge from an NBO analysis.
Atoms and positions in Å:
C (0.943, 1.719, -2.018)  -0.635
C (1.843, 1.125, -0.985)  0.189
C (0.309, -1.029, -0.011)  0.372
N (-2.191, -3.233, 0.998)  -1.110
N (0.979, -0.114, -0.237)  -0.284
N (2.066, 2.107, -0.012)  -0.769
Cl (-2.347, 0.221, -0.692)  -0.268
H (1.680, 2.237, -2.549)  0.263
H (0.216, 1.158, -2.531)  0.246
H (0.224, 2.408, -1.453)  0.229
H (2.758, 0.484, -1.043)  0.256
H (-0.561, -1.565, 0.202)  0.298
H (-2.491, -3.761, 0.219)  0.370
H (-2.009, -3.986, 1.666)  0.377
H (-2.025, -0.412, -1.819)  0.283
H (-2.946, -2.624, 1.402)  0.383
H (2.752, 1.941, 0.670)  0.406
H (1.337, 2.720, 0.087)  0.391

Atomic forces in eV per Å
C -1.17 0.64 2.25
C 0.84 0.41 3.50
C 1.80 3.46 -0.57
N 0.18 0.93 1.66
N -1.41 -2.63 0.03
N 1.27 -2.71 -2.61
Cl 0.15 -0.56 -1.28
H 0.29 1.19 -1.68
H 0.05 -1.36 -1.17
H 1.33 -0.43 -0.75
H -0.82 0.85 -1.24
H -1.07 -1.81 0.66
H -0.92 -0.10 -1.21
H 0.09 0.59 0.23
H -0.49 0.67 1.12
H 0.82 -1.17 -0.83
H 0.61 0.16 1.00
H -1.57 1.88 0.90

## Properties
- Net charge: +1
- LUMO energy: -0.12805 Ha
- Molecular weight: 124.6 g mol⁻¹
- DFT total energy: -745.03684 a.u.
- Multiplicity: 1
- F_max: 3.98 eV/A
- ΔE to the lowest compared entry with this formula, charge and spin: 3.473 eV
- HOMO-LUMO gap: 10.327 eV